Computed, not measured: a gas-phase ion, C6H13NO (charge +1) at a distorted geometry, with the ωB97M-V functional and the def2-TZVPD basis.

Last column: Löwdin spin population.
Cartesian coordinates (Å):
1 O -2.209 3.128 0.482  0.4698
2 C -1.957 2.145 1.134  0.1295
3 C -1.550 0.783 0.432  0.1553
4 C -0.155 0.841 -0.172  0.0609
5 C 1.053 -0.080 0.449  0.0310
6 C 1.447 -1.059 -0.685  0.0173
7 C 2.212 -2.330 -0.152  0.0130
8 N -2.757 0.620 -0.595  0.0162
9 H -1.973 2.049 2.122  0.0412
10 H -1.856 -0.016 1.271  0.0177
11 H -0.147 0.547 -1.215  0.0124
12 H 0.455 1.789 -0.172  0.0262
13 H 1.950 0.649 0.548  -0.0004
14 H 0.917 -0.464 1.503  -0.0004
15 H 2.112 -0.659 -1.364  0.0000
16 H 0.620 -1.317 -1.201  0.0006
17 H 2.347 -2.489 0.877  0.0005
18 H 3.395 -2.360 -0.422  0.0023
19 H 1.788 -3.342 -0.470  0.0014
20 H -3.094 1.565 -0.981  0.0040
21 H -2.597 0.001 -1.387  0.0015

Results
- multiplicity = 2
- calculated total energy (a.u.) = -365.931444
- energy above the lowest of the compared OMol25 structures with the same formula, charge and spin (eV) = 4.857
- charge = +1
- maximum force (Eh/bohr) = 0.1257